# 1
79
Properties=species:S:1:pos:R:3:lowdin_charge:R:1 method="wB97M-V/def2-TZVPD" homo_lumo_gap_ev="2.29 / 2.18" mol_weight_g_mol=546.57 relative_energy_ev=2.5396 total_charge=+3
Al -0.201 -0.511 0.426 0.207
P -1.098 1.994 -0.989 0.889
P -1.265 -1.785 -1.558 0.837
P 1.937 1.386 1.137 0.879
H 6.500 -6.871 -1.830 0.055
C 6.892 -6.571 -0.847 -0.103
C 6.505 -7.185 0.278 -0.083
H 5.777 -8.009 0.262 0.056
C -0.230 2.631 -2.460 -0.225
C -2.790 1.886 -1.702 -0.217
C -1.157 3.542 0.008 -0.180
C -0.691 -3.484 -1.238 -0.219
C -3.077 -1.904 -1.564 -0.220
C -0.727 -1.425 -3.276 -0.211
C 3.175 0.370 2.021 -0.220
C 1.769 2.776 2.317 -0.228
C 2.934 2.113 -0.230 -0.225
H 7.647 -5.771 -0.834 0.053
H 6.926 -6.913 1.258 0.055
H -0.778 3.486 -2.887 0.087
H -0.164 1.818 -3.194 0.054
H 0.783 2.937 -2.168 0.045
H -3.122 2.860 -2.098 0.093
H -3.529 1.546 -0.964 0.012
H -2.791 1.158 -2.527 0.056
H -0.769 4.375 -0.603 0.082
H -0.513 3.453 0.895 0.025
H -2.169 3.810 0.355 0.057
H -1.329 -4.228 -1.736 0.083
H -0.718 -3.666 -0.154 0.064
H 0.345 -3.618 -1.579 0.064
H -3.458 -2.136 -2.575 0.085
H -3.508 -0.943 -1.234 0.011
H -3.380 -2.702 -0.862 0.080
H -1.027 -2.237 -3.961 0.085
H 0.373 -1.330 -3.304 0.054
H -1.166 -0.478 -3.634 0.042
H 3.777 1.023 2.670 0.072
H 3.827 -0.154 1.304 0.068
H 2.651 -0.375 2.637 0.059
H 2.676 2.816 2.939 0.072
H 0.896 2.570 2.958 0.035
H 1.624 3.728 1.786 0.059
H 3.950 2.348 0.129 0.084
H 2.455 3.031 -0.613 0.045
H 2.990 1.363 -1.037 0.052
C 2.117 -2.359 0.321 -0.388
C 2.660 -2.070 -0.948 -0.038
C 3.835 -2.707 -1.331 -0.048
C 4.498 -3.617 -0.508 -0.020
C 3.940 -3.877 0.739 -0.030
C 2.757 -3.288 1.153 0.014
O 0.994 -1.804 0.780 -0.144
H 0.274 0.385 -0.818 0.018
H 2.151 -1.345 -1.580 0.090
H 4.267 -2.491 -2.293 0.117
H 5.413 -4.103 -0.836 0.106
H 4.448 -4.565 1.399 0.121
H 2.328 -3.523 2.125 0.134
N -9.111 4.948 2.613 0.221
C -8.127 4.334 2.540 -0.145
C -6.907 3.589 2.449 -0.197
C -6.491 2.737 3.469 0.027
C -5.297 2.029 3.355 0.013
C -4.552 2.135 2.187 -0.190
C -4.944 2.983 1.133 0.006
C -6.115 3.750 1.304 0.019
N -3.280 1.444 2.159 0.018
C -2.313 1.645 3.136 0.032
C -1.306 0.797 2.829 -0.085
N -1.604 0.108 1.662 0.004
C -2.838 0.542 1.279 -0.108
H -7.086 2.618 4.378 0.148
H -4.946 1.375 4.151 0.135
H -4.331 3.086 0.232 0.083
H -6.397 4.476 0.531 0.143
H -2.424 2.360 3.934 0.159
H -0.430 0.541 3.371 0.123
H -3.472 0.070 0.516 0.142

***

# 2
60
Properties=species:S:1:pos:R:3:lowdin_charge:R:1 method="wB97M-V/def2-TZVPD" homo_lumo_gap_ev=8.14 mol_weight_g_mol=656.61 relative_energy_ev=0.1213 total_charge=-1
Sr -0.162 0.055 0.227 1.498
O -0.951 0.330 2.678 -0.080
C -1.477 -0.514 3.388 -0.202
C -2.219 -1.694 2.991 -0.112
C -2.618 -2.537 4.029 0.035
C -3.329 -3.684 3.774 -0.173
C -3.679 -4.029 2.453 -0.007
C -3.317 -3.219 1.423 0.004
C -2.565 -2.006 1.623 -0.367
O -2.256 -1.283 0.639 -0.169
N -3.728 -4.539 4.869 -0.373
O -3.410 -4.221 6.005 0.041
O -4.362 -5.551 4.606 0.039
H -1.397 -0.397 4.485 0.129
H -2.365 -2.290 5.052 0.123
H -4.236 -4.939 2.282 0.113
H -3.575 -3.464 0.401 0.114
O -0.336 -1.169 -4.115 -0.323
Cl 0.248 -0.868 -2.844 0.653
O -0.108 -1.883 -1.866 -0.385
O 1.672 -0.735 -2.936 -0.313
O -0.305 0.402 -2.340 -0.489
C -0.987 5.250 -1.802 -0.095
C -0.537 3.810 -1.986 -0.275
N -1.589 2.962 -2.531 -0.016
C -2.413 2.204 -1.778 -0.837
S -2.540 2.401 -0.103 0.660
N -3.145 1.304 -2.455 -0.003
C -4.066 0.357 -1.837 -0.262
C -5.452 0.946 -1.627 -0.095
H -0.170 5.856 -1.408 0.071
H -1.818 5.291 -1.098 0.057
H -1.312 5.683 -2.750 0.068
H -0.216 3.399 -1.029 0.079
H 0.309 3.746 -2.671 0.121
H -1.434 2.637 -3.472 0.134
H -2.844 1.092 -3.393 0.137
H -3.642 0.014 -0.894 0.069
H -4.110 -0.507 -2.501 0.122
H -5.395 1.807 -0.961 0.052
H -6.109 0.204 -1.171 0.072
H -5.892 1.263 -2.574 0.068
C 8.108 -0.460 -1.164 -0.060
C 6.751 -0.271 -0.541 -0.281
C 6.095 -1.330 0.078 -0.041
C 4.849 -1.157 0.661 -0.044
C 4.248 0.091 0.631 -0.265
C 4.881 1.158 0.013 -0.047
C 6.126 0.973 -0.566 -0.044
S 2.664 0.321 1.388 0.434
O 1.992 1.375 0.597 -0.460
O 2.893 0.675 2.764 -0.296
O 1.953 -0.961 1.204 -0.453
H 8.286 -1.507 -1.409 0.071
H 8.898 -0.141 -0.480 0.079
H 8.207 0.125 -2.078 0.074
H 6.559 -2.310 0.089 0.109
H 4.329 -1.987 1.119 0.116
H 4.385 2.118 -0.028 0.113
H 6.614 1.804 -1.062 0.109

***

# 3
9
Properties=species:S:1:pos:R:3:lowdin_charge:R:1 method="wB97M-V/def2-TZVPD" homo_lumo_gap_ev="6.90 / 6.90" mol_weight_g_mol=61.06 relative_energy_ev=3.8476 total_charge=-1
C 0.966 0.461 0.031 -0.333
N 0.379 -0.821 0.084 -0.176
N -1.546 -0.537 -0.167 -0.212
O -1.747 0.735 0.028 -0.407
H 1.714 0.547 0.836 0.033
H 1.452 0.730 -0.926 0.046
H 0.149 1.202 0.218 0.035
H 0.401 -1.270 -0.830 -0.006
H -1.767 -1.047 0.726 0.020

***

# 4
76
Properties=species:S:1:pos:R:3:lowdin_charge:R:1 method="wB97M-V/def2-TZVPD" homo_lumo_gap_ev="5.64 / 3.38" mol_weight_g_mol=747.51 spin_multiplicity=5 relative_energy_ev=0.0000 total_charge=+2
C 3.974 -3.368 -2.953 -0.160
C 2.996 -2.606 -3.657 -0.245
C 3.115 -1.222 -3.240 -0.256
H 2.402 -2.961 -4.483 0.118
C 4.140 -1.180 -2.191 -0.228
C 4.649 -2.519 -2.043 -0.212
H 5.518 -2.798 -1.460 0.122
H 4.243 -4.406 -3.167 0.140
H 2.605 -0.377 -3.683 0.120
H 4.535 -0.291 -1.722 0.123
Os 2.562 -2.296 -1.657 1.438
Si -2.969 2.061 4.092 0.757
C -4.424 2.081 2.955 -0.253
C -5.727 2.269 3.451 -0.017
H -5.873 2.418 4.519 0.122
C -6.817 2.275 2.573 0.020
H -7.830 2.427 2.955 0.138
C -6.615 2.083 1.200 0.050
H -7.465 2.078 0.519 0.144
C -5.320 1.893 0.701 -0.001
H -5.153 1.753 -0.369 0.115
C -4.227 1.886 1.577 -0.022
H -3.220 1.736 1.190 0.122
C -1.944 3.582 3.896 -0.336
C -2.342 4.602 3.014 -0.104
H -3.267 4.503 2.450 0.092
C -1.549 5.743 2.848 -0.068
H -1.872 6.524 2.157 0.112
C -0.356 5.881 3.567 -0.059
H 0.253 6.775 3.443 0.114
C 0.048 4.869 4.450 -0.062
H 0.980 4.981 5.009 0.115
C -0.740 3.725 4.616 -0.093
H -0.430 2.933 5.294 0.105
H -2.154 0.863 3.825 0.003
Si 0.895 -0.949 -0.674 0.207
C 1.821 0.662 -0.467 -0.339
C 1.289 1.767 -1.129 -0.088
H 0.361 1.648 -1.689 0.101
C 1.950 2.991 -1.041 -0.060
H 1.545 3.840 -1.587 0.112
C 3.114 3.098 -0.274 -0.058
H 3.640 4.048 -0.231 0.112
C 3.615 1.995 0.428 -0.062
H 4.514 2.073 1.034 0.111
C 2.954 0.763 0.344 -0.123
H 3.300 -0.108 0.899 0.100
C -0.576 -0.778 -1.804 -0.334
C -0.421 -0.852 -3.193 -0.094
H 0.527 -1.147 -3.642 0.074
C -1.495 -0.510 -4.017 -0.058
H -1.355 -0.558 -5.093 0.112
C -2.713 -0.117 -3.458 -0.058
H -3.550 0.124 -4.104 0.110
C -2.860 -0.043 -2.066 -0.074
H -3.798 0.255 -1.611 0.081
C -1.788 -0.367 -1.235 -0.117
H -1.884 -0.283 -0.154 0.071
H -3.482 2.027 5.473 -0.001
Cl 0.249 -1.627 1.191 0.361
C 0.943 -4.844 -2.904 -0.053
O 0.835 -3.927 -1.788 -0.336
C 0.665 -4.642 -0.533 -0.155
C 2.038 -4.970 0.090 -0.151
O 2.807 -3.760 0.122 -0.369
C 4.122 -3.945 0.649 -0.071
H 0.760 -4.267 -3.807 0.088
H 1.968 -5.256 -2.952 0.091
H 0.222 -5.659 -2.767 0.107
H 0.099 -3.986 0.139 0.073
H 0.085 -5.563 -0.733 0.140
H 1.947 -5.360 1.115 0.147
H 2.560 -5.719 -0.524 0.136
H 4.724 -4.556 -0.056 0.105
H 4.075 -4.459 1.623 0.112
H 4.579 -2.956 0.750 0.093

***

# 5
13
Properties=species:S:1:pos:R:3:lowdin_charge:R:1 method="wB97M-V/def2-TZVPD" homo_lumo_gap_ev=9.74 mol_weight_g_mol=103.10 relative_energy_ev=2.8055
C -1.449 -0.377 1.091 -0.273
C 0.509 0.293 -0.687 -0.287
C 1.173 -1.032 -0.758 -0.057
C -0.483 0.777 0.976 -0.169
N 0.390 1.148 -1.541 0.154
O -2.649 -0.346 0.929 0.061
F -0.911 2.062 0.726 -0.007
H -0.740 -1.179 1.284 0.101
H 2.152 -0.824 -1.417 0.145
H 0.456 -1.799 -1.114 0.102
H 1.365 -1.303 0.199 0.016
H 0.332 0.583 1.755 0.141
H -0.146 1.997 -1.442 0.072

***

# 6
14
Properties=species:S:1:pos:R:3:lowdin_charge:R:1 method="wB97M-V/def2-TZVPD" smiles=CSS.CSS homo_lumo_gap_ev=9.37 mol_weight_g_mol=160.35 relative_energy_ev=0.1139
C -3.286 -0.530 -2.129 -0.491
S -2.697 -1.357 -0.617 0.339
S -2.154 0.268 0.519 0.287
H -2.432 -0.122 -2.661 0.024
H -4.019 0.219 -1.869 0.018
H -3.786 -1.274 -2.753 0.028
H -0.939 0.445 -0.019 -0.225
C 2.836 0.704 0.428 -0.489
S 1.703 0.519 1.827 0.335
S 2.655 -0.951 2.918 0.309
H 3.853 0.852 0.763 0.025
H 2.466 1.563 -0.122 0.024
H 2.754 -0.170 -0.208 0.025
H 3.046 -0.166 3.923 -0.209

***

# 7
49
Properties=species:S:1:pos:R:3:lowdin_charge:R:1 method="wB97M-V/def2-TZVPD" homo_lumo_gap_ev="6.46 / 4.96" mol_weight_g_mol=570.50 spin_multiplicity=6 relative_energy_ev=0.3005 total_charge=+1
C 0.126 3.487 -1.601 0.001
C -0.240 2.180 -1.255 -0.342
N 0.098 1.679 -0.060 -0.043
C 0.936 2.384 0.729 -0.324
C 1.385 3.668 0.413 0.007
C 0.957 4.224 -0.772 -0.057
C -1.054 1.345 -2.190 -0.252
P -1.639 -0.164 -1.363 0.699
Ir -0.666 -0.417 0.660 1.012
P 1.092 -0.032 2.092 0.721
C 1.368 1.781 2.043 -0.251
O 1.508 0.266 -4.082 -0.042
O 3.085 -0.040 -1.103 -0.102
H -0.217 3.899 -2.534 0.123
H 2.021 4.202 1.117 0.135
H 1.264 5.228 -1.020 0.121
C -3.406 0.040 -0.980 -0.237
C -1.572 -1.487 -2.632 -0.201
H 2.424 1.965 2.268 0.103
H 0.843 2.209 2.907 0.106
H -0.445 0.873 -2.942 0.048
H -1.922 1.959 -2.586 0.138
C 0.548 -0.564 3.723 -0.229
C 2.711 -0.788 1.833 -0.224
H 2.074 -0.116 -1.126 0.027
H 3.356 -0.789 -1.689 0.084
H 1.968 0.277 -3.244 -0.004
H 1.523 1.171 -4.420 0.059
H -1.784 0.334 1.459 -0.030
H 0.541 -1.309 0.048 0.011
H -3.893 0.323 -1.925 0.065
H -3.780 -0.913 -0.558 0.053
H -3.446 0.853 -0.240 0.042
H -2.302 -1.243 -3.426 0.074
H -0.566 -1.514 -3.077 0.048
H -1.808 -2.455 -2.154 0.047
H 3.404 -0.445 2.613 0.070
H 2.592 -1.878 1.866 0.068
H 3.094 -0.498 0.845 0.018
H 1.321 -0.398 4.476 0.067
H -0.367 -0.039 4.002 0.057
H 0.301 -1.629 3.677 0.049
F -1.447 -5.534 0.847 0.151
C -1.611 -4.514 1.730 -0.477
F -2.798 -4.676 2.383 0.145
F -0.593 -4.532 2.638 0.128
C -1.671 -3.131 1.004 -0.500
O -2.462 -2.954 0.078 0.062
O -0.853 -2.286 1.533 -0.225

***

# 8
18
Properties=species:S:1:pos:R:3:lowdin_charge:R:1 method="wB97M-V/def2-TZVPD" homo_lumo_gap_ev="8.29 / 8.33" mol_weight_g_mol=88.15 relative_energy_ev=3.9687
C -2.662 0.371 -0.522 -0.132
C -1.142 0.505 -0.564 -0.332
C -0.538 0.651 0.830 -0.131
C 1.886 -1.638 0.471 -0.054
O 2.666 -0.609 0.539 -0.156
C 2.761 0.407 -0.263 -0.061
H -2.960 -0.510 0.060 0.072
H -3.092 0.274 -1.525 0.067
H -3.115 1.248 -0.045 0.071
H -0.865 1.372 -1.179 0.102
H -0.711 -0.374 -1.064 0.086
H -0.953 1.531 1.338 0.076
H -0.760 -0.226 1.448 0.074
H 1.984 -2.347 1.278 0.069
H 1.209 -1.739 -0.371 0.071
H 3.513 1.133 -0.001 0.067
H 0.550 0.775 0.786 0.033
H 2.160 0.426 -1.167 0.077

***

# 9
30
Properties=species:S:1:pos:R:3:lowdin_charge:R:1 method="wB97M-V/def2-TZVPD" homo_lumo_gap_ev=4.52 mol_weight_g_mol=450.33 total_charge=-2
Au -0.546 -0.514 0.522 0.277
C -0.978 3.515 -1.800 -0.046
C -0.211 2.280 -1.313 -0.400
O -0.860 1.513 -0.610 -0.074
C 1.174 2.136 -1.715 -0.106
C 1.761 3.126 -2.530 -0.096
C 3.066 3.076 -2.962 -0.164
C 3.863 1.982 -2.573 -0.147
C 3.349 0.995 -1.785 -0.041
C 1.981 0.995 -1.301 -0.395
O 1.603 0.045 -0.585 -0.108
H -1.989 3.452 -1.404 0.070
H -1.025 3.548 -2.891 0.069
H -0.513 4.436 -1.443 0.069
H 1.164 3.975 -2.840 0.082
H 3.470 3.864 -3.587 0.067
H 4.897 1.925 -2.903 0.081
H 3.953 0.148 -1.480 0.095
C -1.795 -3.023 4.261 -0.208
C -1.509 -2.463 2.872 -0.847
S -0.658 -0.914 2.922 0.321
C -1.894 -3.131 1.767 -0.861
C -2.623 -4.457 1.859 -0.204
S -1.654 -2.643 0.085 0.314
H -1.404 -2.332 5.004 0.015
H -1.316 -3.998 4.419 0.055
H -2.870 -3.141 4.440 0.055
H -2.788 -4.789 2.888 0.036
H -2.055 -5.228 1.328 0.045
H -3.592 -4.376 1.355 0.045

***

# 10
127
Properties=species:S:1:pos:R:3:lowdin_charge:R:1 method="wB97M-V/def2-TZVPD" smiles="CCOc1c([C@@H](Cl)[C@H](C)Cl)cc(CCCCCN)c2c1C(=O)N(CCF)C2=O.c1ccccc1.c1ccccc1.c1ccccc1.c1ccccc1.c1ccccc1.c1ccccc1" homo_lumo_gap_ev=8.41 mol_weight_g_mol=902.03 relative_energy_ev=0.0000
C 2.657 3.790 3.476 -0.062
C 1.736 2.719 2.901 -0.213
O 1.893 2.631 1.462 -0.059
C 0.716 2.515 0.765 -0.170
C 0.255 1.272 0.299 -0.170
C 1.051 0.039 0.605 -0.616
Cl 0.560 -0.589 2.228 0.648
C 0.979 -1.089 -0.438 -0.713
C 1.196 -0.600 -1.869 -0.105
Cl -0.528 -2.050 -0.319 0.651
C -0.942 1.227 -0.419 0.031
C -1.717 2.362 -0.684 -0.121
C -3.050 2.204 -1.380 -0.117
C -4.231 2.690 -0.530 -0.190
C -4.791 1.593 0.375 -0.187
C -3.965 1.380 1.662 -0.173
C -4.814 1.361 2.946 -0.273
N -4.727 2.589 3.748 0.011
C -1.211 3.584 -0.249 -0.014
C -0.023 3.656 0.462 0.023
C 0.218 5.086 0.827 -0.354
O 1.117 5.565 1.447 0.153
N -0.843 5.798 0.285 0.053
C -1.315 7.024 0.922 -0.088
C -1.760 6.800 2.345 -0.171
F -3.030 6.246 2.368 -0.047
C -1.724 4.976 -0.425 -0.350
O -2.639 5.376 -1.071 0.155
H 3.313 3.336 4.213 0.069
H 3.240 4.267 2.702 0.077
H 2.072 4.534 4.006 0.069
H 0.693 2.919 3.135 0.122
H 1.972 1.751 3.329 0.090
H 2.096 0.294 0.733 0.110
H 1.776 -1.780 -0.195 0.093
H 0.269 -0.656 -2.425 0.067
H 1.608 0.405 -1.892 0.083
H 1.892 -1.246 -2.395 0.076
H -1.296 0.262 -0.737 0.072
H -3.201 1.133 -1.513 0.107
H -3.033 2.628 -2.379 0.122
H -3.956 3.519 0.109 0.093
H -5.010 3.067 -1.189 0.114
H -5.784 1.925 0.681 0.090
H -4.922 0.658 -0.164 0.105
H -3.233 2.176 1.773 0.097
H -3.427 0.436 1.587 0.089
H -5.864 1.209 2.711 0.104
H -4.479 0.546 3.582 0.092
H -3.763 2.874 3.855 0.065
H -5.237 3.332 3.285 0.049
H -2.157 7.398 0.350 0.131
H -0.508 7.751 0.933 0.130
H -1.770 7.754 2.868 0.122
H -1.093 6.137 2.894 0.118
C 5.046 -0.146 -3.032 -0.103
C 4.281 0.034 -4.177 -0.107
C 4.645 -0.591 -5.362 -0.093
C 5.777 -1.393 -5.403 -0.090
C 6.546 -1.567 -4.261 -0.088
C 6.180 -0.945 -3.075 -0.092
H 4.759 0.339 -2.107 0.097
H 3.399 0.661 -4.145 0.097
H 4.046 -0.453 -6.252 0.101
H 6.061 -1.884 -6.325 0.099
H 7.429 -2.190 -4.296 0.079
H 6.779 -1.083 -2.184 0.101
C 8.990 -3.877 -6.336 -0.104
C 8.589 -4.734 -7.350 -0.093
C 8.405 -6.084 -7.086 -0.093
C 8.625 -6.577 -5.808 -0.111
C 9.034 -5.721 -4.794 -0.097
C 9.215 -4.371 -5.058 -0.106
H 9.129 -2.822 -6.541 0.102
H 8.420 -4.350 -8.348 0.101
H 8.089 -6.752 -7.877 0.101
H 8.480 -7.630 -5.601 0.101
H 9.210 -6.107 -3.798 0.104
H 9.532 -3.703 -4.267 0.099
C 11.434 -10.790 -7.117 -0.097
C 10.954 -9.535 -6.767 -0.096
C 11.517 -8.849 -5.700 -0.094
C 12.560 -9.417 -4.982 -0.094
C 13.036 -10.674 -5.328 -0.098
C 12.474 -11.360 -6.396 -0.099
H 10.998 -11.323 -7.952 0.100
H 10.141 -9.090 -7.326 0.093
H 11.144 -7.869 -5.431 0.085
H 13.001 -8.881 -4.152 0.100
H 13.846 -11.120 -4.765 0.099
H 12.847 -12.339 -6.666 0.099
C -5.076 -3.154 4.107 -0.099
C -5.522 -2.816 2.837 -0.094
C -4.609 -2.477 1.849 -0.098
C -3.249 -2.473 2.130 -0.109
C -2.804 -2.805 3.402 -0.090
C -3.716 -3.147 4.390 -0.094
H -5.787 -3.423 4.877 0.097
H -6.582 -2.817 2.618 0.101
H -4.957 -2.214 0.857 0.100
H -2.536 -2.204 1.363 0.033
H -1.744 -2.795 3.622 0.095
H -3.369 -3.407 5.382 0.100
C -8.698 7.034 3.007 -0.096
C -7.459 6.970 2.385 -0.093
C -6.954 5.746 1.968 -0.093
C -7.687 4.586 2.181 -0.100
C -8.924 4.648 2.810 -0.095
C -9.430 5.873 3.219 -0.097
H -9.095 7.989 3.326 0.100
H -6.888 7.875 2.222 0.100
H -5.989 5.696 1.478 0.096
H -7.292 3.632 1.852 0.086
H -9.493 3.743 2.980 0.102
H -10.396 5.924 3.705 0.100
C -9.402 1.407 6.760 -0.103
C -8.984 0.090 6.888 -0.104
C -7.717 -0.280 6.457 -0.098
C -6.870 0.665 5.893 -0.091
C -7.290 1.981 5.760 -0.095
C -8.554 2.351 6.196 -0.099
H -10.389 1.697 7.100 0.097
H -9.644 -0.649 7.325 0.097
H -7.389 -1.307 6.559 0.093
H -5.882 0.381 5.558 0.088
H -6.631 2.712 5.316 0.075
H -8.879 3.379 6.091 0.096